(1)
76
Properties=species:S:1:pos:R:3 method="wB97M-V/def2-TZVPD" e_lumo_ev=-4.48 orbital_gap_ha=0.20319 charge=+1
C -3.310 6.669 1.184
C -4.232 5.961 0.165
P -4.649 4.269 0.767
C -5.265 3.162 -0.570
C -5.272 3.735 -2.006
C -3.126 3.561 1.525
C -1.895 3.476 0.870
N -0.835 3.002 1.508
C 0.473 2.907 0.810
C 1.202 1.592 1.089
C 0.353 0.333 0.827
C -0.172 -0.391 2.071
F -1.527 -0.197 2.160
F 0.373 0.034 3.227
C 0.046 -1.922 2.034
F -0.429 -2.458 0.907
F 1.350 -2.183 2.178
F -0.599 -2.474 3.072
N -0.814 2.595 2.753
C -1.954 2.632 3.397
C -3.149 3.100 2.825
B -4.505 3.100 3.700
O -4.481 3.764 4.900
O -5.600 2.420 3.252
C -5.361 0.996 3.158
H -3.287 6.167 2.153
H -3.675 7.679 1.351
H -2.285 6.698 0.818
H -3.719 5.917 -0.796
H -5.176 6.489 0.069
H -6.280 2.895 -0.286
H -4.716 2.217 -0.587
H -6.248 3.532 -2.448
H -5.136 4.812 -2.063
H -4.561 3.220 -2.648
H -1.771 3.795 -0.155
H 1.083 3.716 1.213
H 0.324 3.061 -0.255
H 1.682 1.612 2.062
H 2.011 1.579 0.355
H -0.530 0.634 0.261
H 0.890 -0.376 0.200
H -1.947 2.288 4.422
H -4.484 3.140 5.636
H -6.316 0.485 3.194
H -4.749 0.649 3.995
H -4.823 0.776 2.233
O 5.006 -2.666 -3.873
P 4.203 -3.595 -3.043
N 3.754 -2.630 -1.701
C 4.078 -2.746 -0.301
C 2.861 -1.528 -1.981
N 5.362 -4.806 -2.705
C 5.583 -5.387 -1.396
C 6.628 -4.728 -3.432
N 2.905 -4.642 -2.987
C 1.908 -4.733 -1.938
C 2.940 -5.794 -3.887
H 3.171 -2.956 0.286
H 4.502 -1.808 0.077
H 4.799 -3.522 -0.076
H 1.838 -1.877 -2.198
H 3.196 -0.937 -2.838
H 2.806 -0.853 -1.124
H 6.218 -4.754 -0.764
H 6.090 -6.350 -1.499
H 4.646 -5.596 -0.875
H 7.306 -3.979 -3.007
H 6.468 -4.484 -4.477
H 7.126 -5.699 -3.392
H 2.306 -5.193 -1.029
H 1.074 -5.347 -2.281
H 1.477 -3.766 -1.686
H 3.433 -6.651 -3.419
H 3.477 -5.554 -4.804
H 1.930 -6.088 -4.176

=====

(2)
9
Properties=species:S:1:pos:R:3 method="wB97M-V/def2-TZVPD" e_lumo_ev="-1.06 / -1.68" orbital_gap_ha="0.38464 / 0.26150"
C 0.165 1.332 0.667
C -0.251 -1.389 0.463
C 0.231 -0.025 0.448
N 0.330 2.468 0.912
O 1.125 -0.919 0.117
O -0.605 0.895 -1.856
H -0.265 -1.932 1.331
H -0.980 -1.844 -0.290
H 0.250 1.414 -1.792

=====

(3)
103
Properties=species:S:1:pos:R:3 method="wB97M-V/def2-TZVPD" e_lumo_ev=3.97 orbital_gap_ha=0.26115 charge=-2
Sr 0.995 -1.352 0.390
O 3.908 -1.529 1.242
C 4.139 -2.758 0.602
C 3.401 -2.921 -0.723
N 1.960 -2.975 -0.607
C 1.289 -3.012 -1.883
C -0.233 -2.809 -1.735
O -0.933 -3.259 -2.657
O -0.635 -2.170 -0.721
C 1.461 -4.015 0.266
C 1.590 -3.722 1.771
O 1.943 -4.666 2.493
O 1.251 -2.566 2.145
H 3.909 -0.794 0.581
H 3.850 -3.543 1.301
H 5.212 -2.905 0.394
H 3.807 -3.829 -1.210
H 3.666 -2.064 -1.355
H 1.468 -3.952 -2.428
H 1.646 -2.194 -2.517
H 1.919 -4.992 0.060
H 0.387 -4.118 0.092
Cl 7.445 4.312 2.006
C 6.315 3.172 1.304
C 6.401 2.886 -0.061
C 5.532 1.974 -0.597
Cl 5.651 1.606 -2.294
C 4.521 1.265 0.156
O 3.825 0.362 -0.376
C 4.447 1.664 1.544
C 3.410 1.160 2.439
O 2.437 0.516 2.142
C 5.357 2.576 2.083
H 7.143 3.372 -0.679
H 3.568 1.471 3.500
H 5.293 2.820 3.138
C -3.544 -0.483 -1.985
C -3.049 0.643 -2.881
N -3.004 0.296 -4.307
C -4.253 -0.145 -4.912
C -4.245 -1.646 -5.193
C -1.949 0.470 -5.140
O -2.069 0.415 -6.364
C -0.614 0.773 -4.532
C 0.027 1.970 -4.806
C 1.265 2.213 -4.238
C 1.829 1.233 -3.439
N 1.264 0.045 -3.238
C 0.065 -0.183 -3.768
H -3.384 -0.201 -0.944
H -2.978 -1.396 -2.157
H -4.607 -0.687 -2.140
H -2.064 0.954 -2.546
H -3.716 1.509 -2.783
H -4.385 0.398 -5.850
H -5.064 0.117 -4.233
H -3.488 -1.865 -5.944
H -5.220 -1.967 -5.568
H -4.007 -2.201 -4.287
H -0.460 2.714 -5.425
H 1.786 3.146 -4.407
H 2.783 1.382 -2.943
H -0.385 -1.156 -3.589
C -0.990 4.421 -1.768
Si -0.890 3.884 0.053
C 0.372 4.979 0.954
C -2.584 4.331 0.804
C -0.444 2.138 0.221
C -0.003 0.991 0.336
H -1.228 5.483 -1.877
H -1.758 3.847 -2.292
H -0.041 4.228 -2.274
H 0.106 6.039 0.960
H 1.361 4.873 0.500
H 0.461 4.642 1.990
H -2.945 5.291 0.424
H -2.522 4.402 1.893
H -3.331 3.570 0.568
C -0.797 -3.923 4.705
C -0.222 -2.528 4.881
O -1.167 -1.520 4.483
P -1.207 -1.019 2.903
O -2.025 0.365 3.224
C -1.244 1.512 3.558
C -1.523 1.917 4.997
O -2.467 -1.861 2.320
C -3.791 -1.735 2.832
C -4.461 -3.094 2.733
H -0.040 -4.671 4.940
H -1.086 -4.051 3.661
H -1.676 -4.072 5.339
H 0.683 -2.443 4.283
H 0.010 -2.327 5.930
H -1.523 2.308 2.867
H -0.181 1.300 3.405
H -2.587 2.125 5.127
H -0.954 2.812 5.258
H -1.247 1.103 5.668
H -4.325 -0.996 2.231
H -3.766 -1.385 3.866
H -4.363 -3.468 1.713
H -5.519 -3.026 2.994
H -3.969 -3.800 3.403